(1)
C20H40AuNP3S2 | the ωB97M-V functional and the def2-TZVPD basis

Element x y z (Å)
Au (-0.355, -0.045, 1.272)
P (-1.770, 1.937, 1.456)
P (-2.086, -1.458, 2.425)
P (1.377, 1.130, -0.031)
H (-1.229, -2.267, -0.318)
C (-0.277, -1.733, -0.313)
C (0.665, -2.025, 0.704)
H (0.414, -2.758, 1.469)
C (-2.856, 2.002, -0.012)
C (-2.910, 2.090, 2.869)
C (-0.940, 3.558, 1.493)
C (-1.760, -3.253, 2.477)
C (-2.592, -1.164, 4.157)
C (-3.641, -1.373, 1.460)
C (2.720, 0.082, -0.684)
C (2.320, 2.488, 0.742)
C (0.602, 1.849, -1.522)
H (0.079, -1.315, -1.255)
H (1.720, -1.833, 0.519)
H (-3.503, 2.891, 0.028)
H (-3.486, 1.101, -0.047)
H (-2.245, 2.041, -0.924)
H (-3.501, 3.014, 2.760)
H (-2.333, 2.161, 3.802)
H (-3.602, 1.240, 2.929)
H (-1.695, 4.359, 1.558)
H (-0.335, 3.723, 0.593)
H (-0.298, 3.614, 2.384)
H (-2.638, -3.788, 2.872)
H (-0.903, -3.440, 3.138)
H (-1.525, -3.635, 1.478)
H (-3.583, -1.607, 4.352)
H (-2.633, -0.096, 4.391)
H (-1.852, -1.627, 4.824)
H (-4.346, -2.147, 1.795)
H (-3.415, -1.542, 0.400)
H (-4.115, -0.388, 1.561)
H (3.382, 0.661, -1.346)
H (2.317, -0.766, -1.248)
H (3.315, -0.307, 0.153)
H (2.947, 2.997, -0.008)
H (2.972, 2.079, 1.524)
H (1.654, 3.224, 1.205)
H (1.359, 2.240, -2.216)
H (-0.088, 2.658, -1.251)
H (0.035, 1.067, -2.042)
C (2.094, -0.776, -5.631)
C (1.367, -0.504, -6.806)
C (1.207, -1.502, -7.770)
C (1.779, -2.765, -7.578)
C (2.522, -3.030, -6.422)
C (2.687, -2.040, -5.454)
S (2.280, 0.416, -4.375)
H (1.526, 1.401, -4.924)
H (0.933, 0.484, -6.942)
H (0.632, -1.288, -8.673)
H (1.647, -3.545, -8.332)
H (2.976, -4.010, -6.265)
H (3.268, -2.224, -4.551)
S (1.509, 1.035, 5.763)
C (2.767, 0.424, 4.726)
C (2.246, 0.079, 3.497)
N (0.894, 0.324, 3.385)
C (0.372, 0.819, 4.498)
H (3.805, 0.328, 5.004)
H (2.805, -0.338, 2.656)
H (-0.681, 1.069, 4.619)

As for the net charge: +3. The value obtained for the LUMO energy (alpha / beta) is -7.6 / -11.6 eV. As for the HOMO energy (alpha / beta): -14.526 / -16.905 eV. Its multiplicity is 3.

***

(2)
C4H7NO2 | the ωB97M-V functional and the def2-TZVPD basis

Element x y z (Å)
N (1.001, -0.548, 0.706)
C (-1.130, -0.473, 1.488)
O (-0.892, -0.270, 2.618)
C (-1.733, -0.623, 0.319)
C (0.009, 1.223, -0.786)
C (1.117, 0.208, -0.538)
O (-0.383, 1.462, -1.905)
H (1.476, -0.132, 1.498)
H (1.337, -1.498, 0.609)
H (-2.779, -0.356, 0.305)
H (-1.247, -1.005, -0.564)
H (-0.327, 1.803, 0.090)
H (1.096, -0.481, -1.379)
H (2.059, 0.770, -0.620)

As for the net charge: 0. The value obtained for the LUMO energy is 0.7 eV. As for the HOMO energy: -8.834 eV.

***

(3)
C2H3N3OS | the ωB97M-V functional and the def2-TZVPD basis

Element x y z (Å)
C (0.316, 1.719, 0.625)
C (-0.685, -0.242, 0.140)
H (1.089, -2.602, -1.086)
H (0.336, 2.641, 1.326)
H (-2.383, -0.977, 0.119)
N (0.818, -0.258, -0.152)
N (1.344, 0.984, 0.279)
N (-1.344, -1.264, -0.179)
O (-0.910, 1.057, 0.619)
S (1.418, -1.058, -1.692)

As for the net charge: 0. The value obtained for the LUMO energy is 0.1 eV. As for the HOMO energy: -8.824 eV.

***

Energy above the lowest of the compared OMol25 structures with the same formula, charge and spin values (in kcal/mol) by entry order: 5.4, 61.1, 76.1.